{
  "formula": "C23H44O23S5Ti2",
  "method": "the ωB97M-V functional and the def2-TZVPD basis",
  "elements": ["Ti", "Ti", "S", "S", "S", "S", "S", "O", "O", "O", "O", "O", "O", "O", "O", "O", "O", "O", "O", "O", "O", "O", "O", "O", "O", "O", "O", "O", "O", "O", "C", "C", "C", "C", "C", "C", "C", "C", "C", "C", "C", "C", "C", "C", "C", "C", "C", "C", "C", "C", "C", "C", "C", "H", "H", "H", "H", "H", "H", "H", "H", "H", "H", "H", "H", "H", "H", "H", "H", "H", "H", "H", "H", "H", "H", "H", "H", "H", "H", "H", "H", "H", "H", "H", "H", "H", "H", "H", "H", "H", "H", "H", "H", "H", "H", "H", "H"],
  "coordinates": [[-1.5345, -2.6215, -0.3635], [0.7293, 0.2048, -0.5252], [3.2932, 1.8337, 1.0717], [-1.1610, -5.1844, 2.0214], [-2.1772, 0.1123, -0.7771], [2.1232, -3.1094, -0.4628], [3.2206, 0.8623, -3.1034], [2.5534, 0.8661, -1.7542], [-1.6777, 4.2952, 1.9431], [-0.1811, -1.9994, -5.3003], [1.3348, -1.7588, 4.5547], [-1.7227, -0.6935, -5.9670], [-4.1368, 5.0725, -5.7888], [-4.2967, -1.7641, 4.3746], [-3.0434, -0.0385, 4.3437], [-3.4420, -1.0507, 6.3103], [0.2646, -0.8393, -7.1063], [-1.1226, 0.7954, -1.5547], [-0.3725, 4.8602, 3.7108], [-4.1420, 3.9609, -3.8100], [0.1721, 3.1990, 2.2799], [2.7197, -1.2588, 6.4055], [-0.7741, -3.9167, 1.2950], [1.0369, -2.0872, -0.7817], [-2.6698, -1.0333, -1.5082], [1.9836, 1.0559, 1.0694], [-1.4307, -0.4058, 0.3813], [-2.4809, 3.5614, -5.1240], [-3.2680, 0.9915, -0.4480], [1.8068, 0.3428, 5.1581], [-0.6197, 4.1571, 2.7540], [-2.3500, 2.5553, -4.1372], [-0.5500, -1.1763, -6.2159], [-3.0803, 3.3701, -3.0232], [-1.2122, -2.1952, -4.3736], [-3.2521, -0.2712, 2.9800], [1.9903, -0.9081, 5.4548], [2.8661, 3.4613, 0.3326], [3.6730, -2.4279, -1.2712], [1.9998, 1.5560, -4.2345], [-3.6712, 4.2578, -5.0125], [2.6186, -2.8417, 1.3013], [4.3688, 2.2815, -3.0669], [-0.3836, 2.6685, 1.0406], [-1.5094, 3.5898, 0.6754], [-4.2638, -1.3967, 3.0069], [0.6718, 0.4403, 4.3345], [0.5723, -0.9475, 3.7080], [0.1443, -5.4072, 3.2670], [3.4781, 2.3842, 2.8089], [-2.1410, -1.0947, -4.7102], [-3.5806, -0.9544, 5.1308], [-0.5457, -6.4975, 0.8570], [2.9681, -1.8526, 1.5970], [3.5406, -2.8049, -2.2853], [-3.1922, -1.3455, -4.5683], [-0.2185, -7.3802, 1.4065], [4.7715, 2.6007, -4.0282], [0.3357, 2.6661, 0.2217], [0.9754, -1.0494, 2.7004], [3.4976, -3.4664, 1.4601], [-2.7408, 1.5712, -4.3959], [-1.7098, -3.1641, -4.4140], [-2.3970, 4.0458, -2.5088], [-0.4634, -1.2692, 3.5988], [-5.2642, -1.1434, 2.6562], [2.4134, 4.0987, 1.0921], [4.1770, 3.1992, 2.9971], [-1.1906, -6.7195, 0.0067], [2.5019, 2.6961, 3.1803], [-0.2273, 0.5096, 4.9468], [-2.2286, 2.9259, 0.1956], [3.5732, -1.3466, -1.1766], [-3.4851, 2.7942, -2.1910], [-1.8711, -0.2976, -4.0174], [1.3139, 0.7174, -4.3545], [-1.0927, 4.3226, -0.0156], [0.2529, -4.5310, 3.9063], [3.8286, 1.5551, 3.4236], [0.7636, 1.1979, 3.5562], [5.2409, 2.0835, -2.4437], [-3.8350, -2.1400, 2.3349], [3.8223, 3.9228, 0.0862], [-0.1310, -6.2783, 3.8614], [0.3741, -6.1273, 0.4041], [1.8852, -3.3359, 1.9384], [1.4170, 2.3421, -3.7545], [-1.2925, 2.5079, -3.8771], [1.0709, -5.5671, 2.7156], [2.3475, 1.8755, -5.2169], [3.8491, 3.1307, -2.6232], [-0.6723, -2.0367, -3.4402], [-3.6273, 0.6268, 2.4892], [4.6212, -2.7888, -0.8727], [-2.2701, -0.5701, 2.6134], [-0.7240, 1.6469, 1.2094], [2.2633, 3.3216, -0.5648]],
  "forces_ev_per_a": [[0.0, 0.3, 0.3], [-0.4, -0.4, -0.3], [-0.6, 0.6, 0.2], [0.5, -0.8, -0.9], [-0.6, 2.2, -0.8], [1.2, 0.8, 1.1], [0.4, 0.9, -0.5], [0.4, 0.2, 0.0], [-1.9, 0.1, -0.5], [1.3, -2.5, 0.7], [1.0, 0.3, 2.2], [-2.1, 1.3, -2.1], [1.1, -2.2, 1.4], [-1.2, -2.0, -0.5], [1.2, 2.1, 1.4], [0.0, 0.1, -0.1], [-3.0, -0.6, 2.0], [0.5, 1.0, -1.0], [-0.5, -1.4, -1.3], [-0.4, 0.5, 1.6], [0.8, -0.9, -0.9], [-2.6, 0.5, -3.5], [0.1, 0.7, -0.3], [0.0, -0.2, 0.0], [-0.3, -2.9, -1.0], [0.8, 0.0, 0.6], [1.0, -1.4, 2.1], [-0.3, 0.4, -2.7], [-0.1, 0.6, 0.6], [-0.1, 1.4, -0.2], [0.1, 1.5, 0.5], [0.1, 1.9, 2.0], [4.6, 1.9, -4.1], [-0.3, -2.3, 0.1], [0.4, -0.9, 1.5], [0.0, 0.3, -0.2], [2.9, -3.0, 3.2], [0.8, 0.0, 0.7], [-1.3, -0.5, 0.2], [-0.7, -0.4, 0.1], [0.7, 1.1, -0.8], [0.6, -1.1, -0.4], [0.1, 0.4, 0.4], [0.3, -0.6, 0.3], [2.1, 0.3, 0.6], [0.3, 0.1, -1.0], [-1.4, -0.7, -1.2], [-0.3, 0.3, -1.6], [-0.1, -0.1, -0.5], [-0.2, -0.1, 0.2], [-0.4, 1.0, 2.7], [0.1, 0.0, 0.3], [0.6, 0.2, 0.3], [-0.8, 0.3, -0.3], [0.2, 0.5, -0.1], [0.1, 0.2, -0.7], [-0.6, -0.2, 0.1], [-0.4, -0.4, -0.3], [0.4, -0.1, 0.4], [0.2, 0.4, -0.1], [0.3, -0.3, -0.4], [-0.3, 0.3, -0.1], [0.6, -0.3, -0.2], [-0.1, 0.8, -0.7], [0.0, -0.2, 0.5], [0.1, 0.1, 0.2], [-0.4, -0.2, -0.1], [0.1, 0.1, -0.6], [-0.5, 0.1, 0.5], [-0.1, 0.0, -0.2], [0.1, 0.8, 0.1], [-1.2, 0.8, 0.7], [0.0, 0.0, -0.2], [-0.5, -0.3, -0.4], [-0.5, 0.3, 0.1], [-0.1, 0.0, -0.2], [-0.6, 0.2, -0.2], [-0.3, 0.1, -0.1], [-0.1, -0.2, -0.3], [0.0, 0.2, 0.5], [-0.2, -0.4, 0.1], [-0.5, -0.8, 0.4], [0.1, 0.0, -0.2], [0.1, 0.0, 0.0], [0.1, 0.5, 0.2], [-0.4, 0.7, -0.1], [0.3, 0.1, 0.2], [-0.1, -0.4, -0.2], [0.1, -0.1, 0.2], [0.4, -0.2, 0.2], [-0.2, -0.1, 0.0], [-0.8, -0.3, 0.5], [0.3, 0.0, 0.0], [-0.3, -0.2, 0.3], [-0.4, 0.1, -0.7], [0.1, 0.1, 0.3], [0.1, -0.2, 0.2]],
  "mulliken_charge": [0.1749, 0.5005, 0.4814, 0.4106, 0.5591, 0.3738, 0.3722, -0.3858, -0.3989, -0.3277, -0.3551, -0.3326, -0.5692, -0.3725, -0.3621, -0.5721, -0.6570, -0.0566, -0.6140, -0.4112, -0.3129, -0.6379, -0.3265, -0.1192, -0.8913, -0.2751, 0.0475, -0.4016, -0.8903, -0.3401, 0.5204, 0.6747, 0.6606, 0.0679, 0.3294, 0.8706, 0.5645, -0.7751, -0.6753, -0.5798, 0.6593, -0.5725, -0.9729, 2.0865, -0.2339, -0.1912, 0.6914, 1.0451, -0.9026, -0.7918, 0.3044, 0.6888, -0.9019, 0.1889, 0.3707, 0.4680, 0.4112, 0.4282, -0.9120, -0.6104, 0.6204, 0.0163, 0.2050, 0.0821, -0.3166, 0.2739, 0.2958, 0.4340, 0.3412, 0.0528, 0.3412, 0.2249, -0.1562, 0.1451, -0.4310, -0.0547, 0.2890, 0.2453, 0.3332, -0.6373, 0.3536, 0.1454, 0.5502, 0.4476, 0.2021, -0.1326, 0.2066, -0.3215, 0.2880, 0.5362, 0.2290, -0.2633, 0.2964, 0.4448, -0.7482, -0.7546, -0.0053],
  "charge": 0,
  "multiplicity": 7,
  "gap_ha": [0.1464, 0.3529],
  "homo_energy_ev": [-4.43, -10.10],
  "total_energy_ev": -172057.871,
  "max_force_ev_per_a": 6.4
}


{
  "formula": "C12H23N3O3Tl",
  "method": "the ωB97M-V functional and the def2-TZVPD basis",
  "elements": ["Tl", "O", "O", "O", "N", "N", "N", "C", "C", "C", "C", "C", "C", "C", "C", "C", "C", "C", "C", "H", "H", "H", "H", "H", "H", "H", "H", "H", "H", "H", "H", "H", "H", "H", "H", "H", "H", "H", "H", "H", "H", "H"],
  "coordinates": [[0.1288, -0.1525, -0.0291], [1.4681, -1.3651, -1.6819], [1.6834, -2.2445, -3.7046], [-0.6960, 0.8847, -2.0086], [-1.5145, -0.6174, 1.6998], [0.2363, -0.5614, -3.5755], [1.0272, 1.1926, 1.7937], [0.3736, -0.7924, -4.9935], [2.4773, 0.8907, 1.7726], [-1.1245, 1.4121, -4.2701], [1.1368, -1.3579, -2.8793], [-1.4681, 2.6716, -3.9065], [0.2681, 0.6688, 2.9943], [-2.8767, -0.5724, 1.1209], [1.2046, -2.0377, -5.0541], [-0.5246, 0.5531, -3.2140], [-1.2257, -2.0179, 2.0825], [0.8526, 2.6307, 1.5116], [-1.2143, 0.4017, 2.7556], [1.3283, 2.8551, 0.5456], [-1.7493, 1.3225, 2.4561], [-1.5856, 0.0008, 3.7117], [-1.9595, 3.3543, -4.6309], [-3.0746, 0.4314, 0.7306], [-1.2135, 3.0240, -2.9145], [-3.6519, -0.8259, 1.8752], [-0.1947, -2.1241, 2.4075], [0.6253, -2.9113, -5.3416], [1.3149, 3.2694, 2.2846], [-0.6307, -0.9094, -5.3534], [-1.8916, -2.3745, 2.8860], [2.0433, -1.8766, -5.7451], [2.6253, -0.1904, 1.8794], [0.7940, -0.2539, 3.3057], [3.0284, 1.4127, 2.5810], [0.2952, 1.4454, 3.7778], [2.8728, 1.1964, 0.7882], [-1.2760, 1.0127, -5.3076], [-1.3513, -2.6651, 1.1996], [-2.9245, -1.2893, 0.2801], [-0.2002, 2.8889, 1.4298], [0.8991, 0.0783, -5.3633]],
  "forces_ev_per_a": [[0.3, -0.6, 0.1], [-0.4, -0.1, -3.7], [-0.1, 0.4, -0.8], [0.1, -0.4, -3.4], [-0.9, -0.6, 0.8], [-0.7, 0.9, 0.4], [0.3, 0.8, 1.0], [0.0, 0.3, 0.3], [-0.4, 0.0, 0.3], [-0.4, 0.4, -0.6], [1.3, -0.7, 3.3], [0.1, -0.8, -1.2], [0.9, 0.7, -0.9], [0.2, 0.2, 0.5], [0.5, -0.5, -0.5], [0.1, 0.8, 3.1], [-0.2, 0.4, 0.0], [0.1, -0.3, 0.2], [-0.6, -1.0, -0.6], [-0.1, 0.0, 0.3], [0.2, -0.4, 0.4], [-0.3, 0.5, 0.0], [0.5, -0.5, 0.6], [0.0, -0.1, 0.1], [-0.2, 0.0, -0.1], [0.3, 0.1, -0.4], [0.1, 0.0, 0.1], [0.1, -0.1, 0.0], [-0.1, -0.2, -0.2], [-0.1, -0.1, -0.9], [0.1, 0.1, -0.2], [-0.1, -0.4, 0.4], [0.0, 0.2, 0.0], [-0.3, 0.5, 0.1], [-0.2, -0.2, -0.4], [0.3, -0.5, 0.1], [-0.1, -0.1, 0.5], [0.0, 0.7, 1.3], [0.0, 0.2, 0.3], [0.0, 0.3, 0.4], [-0.1, 0.0, 0.0], [-0.1, 0.0, -0.8]],
  "mulliken_charge": [1.0547, -0.5978, -0.3408, -0.5663, -0.0143, 0.1670, 0.0309, -0.7411, -1.1148, -0.4743, 0.5010, -0.7125, -0.7193, -1.0291, -0.4338, 1.0044, -1.1359, -1.1090, -0.6916, 0.3519, 0.3677, 0.3497, 0.2914, 0.3316, 0.2291, 0.3548, 0.3649, 0.3082, 0.3580, 0.4105, 0.3632, 0.2977, 0.3898, 0.3838, 0.3619, 0.3494, 0.3640, 0.2286, 0.3698, 0.3486, 0.3389, 0.4088],
  "charge": 1,
  "de_lowest_kcal_mol": 37.8,
  "gap_ha": 0.2361,
  "homo_energy_ev": -9.82,
  "total_energy_ev": -28116.053,
  "max_force_ev_per_a": 3.8
}